# 1
Here is C33H28BBrF4MoN7P as an isolated structure in a non-equilibrium geometry from OMol25. Energies are from wB97M-V/def2-TZVPD.

Calculated values
E_HOMO (spin up / spin down) in Eh: -0.50927 / -0.50900
ΔE to the lowest compared entry with this formula, charge and spin in kJ/mol: 53.19
Frontier orbital gap (spin up / spin down) in eV: 6.0780 / 6.2263

Geometry as ORCA input:
```
! wB97M-V def2-TZVPD RIJCOSX def2/J DEFGRID3
* xyz 2 3
Mo -0.333 0.400 0.253
C 3.667 -0.139 -1.323
C 2.296 -0.153 -1.470
N 1.706 0.302 -0.341
N 2.702 0.633 0.526
C 3.880 0.371 -0.045
B 2.353 1.418 1.829
N 1.412 0.529 2.694
C 1.595 0.049 3.919
C 0.575 -0.851 4.224
C -0.215 -0.885 3.100
N 0.292 -0.052 2.157
N 1.538 2.631 1.359
C 1.794 3.942 1.429
C 0.839 4.619 0.689
C 0.006 3.630 0.185
N 0.439 2.422 0.581
H 4.412 -0.441 -2.044
H 1.706 -0.472 -2.314
H 4.802 0.575 0.484
H 3.336 1.735 2.435
H 2.439 0.377 4.515
H 0.436 -1.399 5.146
H -1.113 -1.447 2.921
H 2.634 4.312 2.006
H 0.750 5.687 0.546
H -0.888 3.737 -0.413
F -1.090 -7.333 0.288
C -1.323 -6.044 0.281
C -2.615 -5.575 0.168
F -3.615 -6.422 0.068
C -2.857 -4.218 0.159
F -4.124 -3.847 0.024
C -1.828 -3.285 0.267
P -2.198 -1.490 0.158
C -2.974 -1.450 -1.492
C -2.131 -1.838 -2.537
C -2.611 -1.933 -3.832
C -3.944 -1.633 -4.094
C -4.788 -1.261 -3.059
C -4.311 -1.176 -1.753
C -3.442 -1.210 1.447
C -4.257 -0.080 1.377
C -5.194 0.169 2.371
C -5.316 -0.699 3.447
C -4.500 -1.823 3.528
C -3.568 -2.079 2.533
C -0.541 -3.795 0.363
Br 0.932 -2.636 0.383
C -0.280 -5.148 0.374
F 0.959 -5.614 0.458
H -1.095 -2.091 -2.334
H -1.954 -2.246 -4.635
H -4.326 -1.707 -5.107
H -5.833 -1.051 -3.259
H -4.996 -0.929 -0.957
H -4.168 0.613 0.550
H -5.832 1.045 2.300
H -6.050 -0.506 4.221
H -4.600 -2.514 4.359
H -2.961 -2.975 2.601
C -1.544 1.388 -2.055
C -2.382 1.883 -0.908
C -3.375 2.777 -0.771
C -3.529 3.013 0.659
C -2.637 2.258 1.340
C -2.338 2.152 2.799
N -1.947 1.506 0.379
H -1.087 2.198 -2.617
H -2.064 0.729 -2.741
H -0.686 0.798 -1.677
H -3.929 3.260 -1.567
H -4.252 3.681 1.116
H -3.079 2.705 3.375
H -1.355 2.572 3.031
H -2.355 1.113 3.142
*
```

# 2
Here is C11H17IrN2O4S3 as an isolated structure from OMol25. Energies are from wB97M-V/def2-TZVPD.

Calculated values
E_HOMO (spin up / spin down) in Eh: -0.42476 / -0.48222
ΔE to the lowest compared entry with this formula, charge and spin in kJ/mol: 1.20
Frontier orbital gap (spin up / spin down) in eV: 7.0705 / 6.1674

Geometry as ORCA input:
```
! wB97M-V def2-TZVPD RIJCOSX def2/J DEFGRID3
* xyz 1 6
Ir 0.315 -0.237 -0.419
S -3.661 -1.206 -2.348
C -2.229 -0.796 -1.596
S -2.064 0.478 -0.475
S -0.757 -1.634 -1.963
C -0.592 -0.252 3.261
C 0.810 -0.408 2.744
O 0.845 -1.192 1.489
H -0.556 0.317 4.191
H -1.054 -1.217 3.473
H -1.207 0.310 2.559
H 1.468 -0.929 3.438
H 1.259 0.545 2.476
H 0.550 -2.097 1.660
C 0.611 3.510 -3.381
C 2.111 3.268 -3.281
C 2.589 2.937 -1.849
C 4.113 2.688 -1.834
C 4.662 2.328 -0.460
C 2.279 4.137 -0.955
O 2.760 5.217 -1.161
N 1.397 3.950 0.108
C 0.803 2.772 0.496
O 0.036 2.685 1.424
N 1.167 1.656 -0.251
C 1.894 1.698 -1.381
O 1.916 0.616 -2.005
H 0.333 3.727 -4.411
H 0.295 4.361 -2.774
H 0.036 2.633 -3.070
H 2.664 4.152 -3.597
H 2.412 2.438 -3.921
H 4.578 3.603 -2.203
H 4.321 1.894 -2.553
H 4.469 3.118 0.269
H 5.741 2.188 -0.507
H 4.232 1.397 -0.081
H 1.184 4.766 0.668
*
```

# 3
Here is C10H37CaN6O9 as an isolated structure in a non-equilibrium geometry from OMol25. Energies are from wB97M-V/def2-TZVPD.

Calculated values
E_HOMO in Eh: -0.43194
Frontier orbital gap in eV: 7.5407

Geometry as ORCA input:
```
! wB97M-V def2-TZVPD RIJCOSX def2/J DEFGRID3
* xyz 1 1
Ca 3.518 -0.461 0.284
C -0.744 -1.626 0.471
C 0.358 -0.883 -0.246
O 1.246 -0.166 0.580
H -1.435 -2.006 -0.292
H -1.394 -0.983 1.068
H -0.369 -2.476 1.039
H -0.091 -0.186 -0.987
H 0.913 -1.579 -0.898
C -4.090 0.196 3.250
O -5.015 1.193 3.621
H -3.089 0.636 3.287
H -4.079 -0.645 3.953
H -4.252 -0.147 2.225
H -5.901 0.936 3.355
C 1.304 2.256 2.919
O 1.812 3.582 2.860
H 1.930 1.515 2.409
H 1.118 1.982 3.958
H 0.360 2.223 2.375
H 2.712 3.593 3.196
C -2.341 1.666 0.116
O -3.489 0.850 0.194
H -1.789 1.705 1.062
H -1.686 1.367 -0.703
H -2.617 2.714 -0.055
H -4.264 1.401 0.074
C -2.491 0.268 -3.841
O -3.790 -0.188 -4.106
H -2.574 1.347 -3.690
H -2.091 -0.108 -2.887
H -1.770 0.015 -4.621
H -3.982 -1.016 -3.660
C 0.770 -4.109 -2.405
O -0.021 -5.291 -2.312
H 1.757 -4.419 -2.773
H 0.321 -3.345 -3.029
H 0.989 -3.706 -1.409
H 0.109 -5.668 -1.440
C 0.102 -2.129 4.144
O 0.401 -2.865 5.067
N 1.074 -1.409 3.443
N -1.189 -1.809 3.824
H 2.009 -1.739 3.587
H 0.805 -0.993 2.559
H -1.436 -1.057 3.209
H -1.893 -2.225 4.405
C 2.707 2.662 -0.538
O 3.573 1.766 -0.392
N 3.051 3.908 -0.948
N 1.404 2.367 -0.363
H 2.376 4.649 -0.942
H 4.009 4.033 -1.218
H 0.665 3.042 -0.438
H 1.186 1.421 -0.008
C 3.190 -0.169 -3.101
O 3.243 -0.693 -1.965
N 4.250 -0.267 -3.952
N 2.097 0.502 -3.500
H 4.148 -0.036 -4.923
H 4.977 -0.866 -3.606
H 2.048 0.841 -4.444
H 1.349 0.632 -2.841
*
```

# 4
Here is one molecule with the formula C4H7NS2 in a non-equilibrium geometry from OMol25. Energies are from wB97M-V/def2-TZVPD.

Calculated values
E_HOMO in Eh: -0.33896
ΔE to the lowest compared entry with this formula, charge and spin in kJ/mol: 145.30
SMILES: SC1(S)CCC=N1
Frontier orbital gap in eV: 9.9980

Geometry as ORCA input:
```
! wB97M-V def2-TZVPD RIJCOSX def2/J DEFGRID3
* xyz 0 1
C -0.768 0.154 1.259
C 0.110 1.255 0.603
C 0.531 0.752 -0.704
C -0.052 -0.898 -0.590
N -0.902 -0.882 0.586
S 1.332 -2.141 -0.564
S -1.164 -1.361 -1.962
H -1.406 0.256 2.043
H -0.379 2.185 0.597
H 0.939 1.525 1.300
H -0.144 0.969 -1.504
H 1.512 0.719 -0.903
H 0.772 -3.310 -0.993
H -2.150 -0.538 -1.496
*
```